Entry 1:
This record from the OMol25 dataset describes 3 unconnected molecules or ions with the total composition C29H54BrFIN7O10P2S2 in a non-equilibrium geometry. The level of theory is wB97M-V/def2-TZVPD.

The geometry in XYZ format:
```
107
Properties=species:S:1:pos:R:3:lowdin_charge:R:1
C -1.62 -2.02 0.37 -0.104
C -2.95 -1.03 0.15 -0.157
C -4.50 -1.49 0.41 -0.028
C -5.73 -0.40 0.16 -0.059
C -5.46 1.18 -0.32 -0.025
C -3.88 1.66 -0.56 -0.136
C -3.51 3.19 -0.97 -0.103
C -2.58 4.00 0.16 -0.440
C -2.93 3.53 1.69 -0.177
C -4.54 3.77 2.04 -0.642
O -5.33 4.62 1.38 -0.126
I -5.56 2.64 3.67 0.715
O -2.81 5.42 -0.14 -0.330
S -2.22 6.48 1.05 1.101
O -2.57 7.91 0.48 -0.413
O -0.52 6.31 1.26 -0.301
C 0.20 6.19 -0.01 -0.389
C 0.31 7.62 -0.87 -0.192
S 0.79 9.09 0.18 0.792
O -0.42 10.07 0.26 -0.412
O 1.22 8.77 1.63 -0.398
C 1.78 5.85 0.40 -0.215
O 2.16 5.51 1.66 0.019
N 2.87 5.94 -0.65 0.086
C 3.60 4.62 -0.85 -0.177
O 4.28 3.94 0.07 0.060
F 3.55 4.05 -2.24 -0.041
C -0.27 4.98 -1.00 -0.118
C -1.00 3.70 -0.29 -0.504
Br 0.08 2.86 1.21 0.723
C -2.66 0.54 -0.32 0.011
H -0.72 -1.30 0.69 0.083
H -1.29 -2.57 -0.61 0.083
H -1.76 -2.78 1.25 0.064
H -4.71 -2.60 0.78 0.092
H -6.87 -0.71 0.35 0.086
H -6.36 1.95 -0.47 0.102
H -4.54 3.78 -1.04 0.135
H -3.04 3.22 -2.05 0.135
H -2.76 2.36 1.88 0.113
H -2.26 4.04 2.53 0.121
H 1.10 7.54 -1.76 0.129
H -0.74 7.79 -1.39 0.133
H 1.92 9.75 -0.43 0.093
H 3.52 6.74 -0.49 0.154
H -0.90 5.43 -1.91 0.156
H 0.73 4.56 -1.51 0.139
H -1.03 2.85 -1.13 0.106
H -1.54 0.83 -0.47 0.062
O -2.78 -4.40 3.60 -0.296
P -2.77 -5.90 3.97 0.741
N -3.90 -5.70 5.19 -0.357
C -3.77 -5.53 6.61 -0.131
C -5.29 -5.62 4.77 -0.121
N -1.10 -5.86 4.39 -0.311
C -0.50 -5.95 5.71 -0.124
C -0.27 -4.95 3.58 -0.152
N -2.75 -7.63 4.41 -0.314
C -2.85 -8.30 5.68 -0.120
C -2.16 -8.47 3.37 -0.152
H -4.36 -6.28 7.14 0.081
H -4.12 -4.54 6.93 0.088
H -2.75 -5.63 6.98 0.050
H -5.69 -6.62 4.61 0.074
H -5.39 -5.06 3.83 0.068
H -5.93 -5.11 5.50 0.085
H -0.90 -5.22 6.41 0.073
H 0.58 -5.76 5.68 0.085
H -0.57 -6.96 6.11 0.066
H -0.32 -3.92 3.95 0.083
H -0.59 -4.96 2.53 0.064
H 0.78 -5.26 3.57 0.075
H -2.35 -7.78 6.50 0.053
H -2.39 -9.30 5.66 0.094
H -3.90 -8.44 5.96 0.081
H -1.07 -8.55 3.49 0.076
H -2.36 -8.06 2.38 0.068
H -2.59 -9.48 3.38 0.078
O 2.59 0.01 -4.69 -0.290
P 4.09 -0.38 -4.69 0.740
N 4.50 0.89 -3.68 -0.347
C 5.03 2.20 -3.95 -0.126
C 4.25 0.69 -2.26 -0.112
N 4.22 -0.15 -6.39 -0.313
C 4.92 0.90 -7.10 -0.127
C 3.03 -0.51 -7.17 -0.153
N 5.81 -0.82 -4.69 -0.315
C 7.01 -0.01 -4.68 -0.121
C 6.06 -2.18 -5.16 -0.154
H 5.95 2.37 -3.38 0.087
H 4.32 2.98 -3.66 0.060
H 5.28 2.38 -4.99 0.053
H 5.07 0.11 -1.81 0.077
H 3.32 0.14 -2.10 0.071
H 4.16 1.63 -1.71 0.064
H 4.62 1.90 -6.79 0.071
H 4.73 0.86 -8.18 0.084
H 6.00 0.78 -7.04 0.066
H 2.30 0.31 -7.19 0.080
H 2.54 -1.41 -6.76 0.071
H 3.29 -0.76 -8.20 0.074
H 6.94 0.90 -5.27 0.052
H 7.87 -0.55 -5.10 0.093
H 7.28 0.26 -3.66 0.081
H 6.17 -2.22 -6.24 0.075
H 5.23 -2.84 -4.88 0.068
H 6.96 -2.61 -4.70 0.077
```

Output
- Energy: -6722.7566 Eh
- Molar mass: 1012.7 g/mol
- Spin multiplicity: 1
- Gap between HOMO and LUMO: 6.4994 eV



Entry 2:
This record from the OMol25 dataset describes a molecular structure, C29H54ClLuOP in a non-equilibrium geometry. The level of theory is wB97M-V/def2-TZVPD.

The geometry in XYZ format:
```
87
Properties=species:S:1:pos:R:3:lowdin_charge:R:1
Lu 0.49 0.19 0.39 0.977
Cl 1.18 -0.68 2.56 -0.121
P 0.05 0.62 -2.37 1.042
C -1.75 0.29 0.07 -0.388
H -2.58 -0.20 -0.43 -0.121
H -2.10 1.29 0.42 -0.123
C 1.90 0.89 -2.52 -0.447
C -0.74 2.31 -2.50 -0.423
C 2.42 0.93 -3.97 -0.225
H 2.05 1.90 -2.07 0.115
C 3.91 1.27 -4.01 -0.204
H 2.26 -0.05 -4.44 0.093
H 1.87 1.67 -4.57 0.094
C 4.75 0.31 -3.15 -0.209
H 4.26 1.24 -5.04 0.103
H 4.05 2.29 -3.64 0.113
C 4.20 0.13 -1.73 -0.195
H 4.79 -0.67 -3.64 0.109
H 5.79 0.67 -3.10 0.103
C 2.69 -0.13 -1.67 -0.236
H 4.73 -0.69 -1.23 0.110
H 4.41 1.04 -1.16 0.118
H 2.48 -1.15 -2.04 0.107
H 2.43 -0.10 -0.58 0.049
C -0.59 -0.44 -3.76 -0.421
C -2.25 2.14 -2.66 -0.225
H -0.55 2.72 -1.49 0.098
C -2.96 3.50 -2.61 -0.197
H -2.48 1.64 -3.62 0.099
H -2.61 1.49 -1.85 0.068
C -2.34 4.52 -3.57 -0.210
H -4.02 3.36 -2.84 0.104
H -2.90 3.89 -1.58 0.113
C -0.82 4.62 -3.45 -0.202
H -2.61 4.25 -4.60 0.106
H -2.79 5.51 -3.38 0.100
C -0.12 3.26 -3.52 -0.212
H -0.43 5.27 -4.24 0.101
H -0.56 5.09 -2.49 0.111
H -0.22 2.85 -4.54 0.094
H 0.95 3.39 -3.34 0.101
C 0.12 -1.80 -3.81 -0.214
H -1.64 -0.62 -3.43 0.113
C -0.59 -2.75 -4.77 -0.197
H 1.16 -1.66 -4.14 0.100
H 0.17 -2.26 -2.82 0.072
C -0.80 -2.14 -6.17 -0.207
H -0.02 -3.68 -4.85 0.106
H -1.57 -3.01 -4.35 0.115
C -1.38 -0.72 -6.12 -0.201
H 0.16 -2.12 -6.69 0.108
H -1.46 -2.79 -6.75 0.102
C -0.64 0.20 -5.15 -0.212
H -1.36 -0.28 -7.12 0.104
H -2.44 -0.78 -5.82 0.114
H 0.38 0.37 -5.51 0.100
H -1.14 1.18 -5.12 0.084
C -0.08 -2.67 -0.27 -0.197
C -1.40 -2.32 -0.44 -0.158
H 0.69 -2.36 -0.99 0.056
C -2.44 -2.68 0.57 -0.220
H -1.71 -1.81 -1.36 0.075
C -1.83 -3.01 1.95 -0.211
H -3.18 -1.88 0.67 0.085
H -2.99 -3.58 0.22 0.109
C -0.68 -4.01 1.81 -0.211
H -1.48 -2.09 2.42 0.079
H -2.60 -3.43 2.61 0.100
C 0.41 -3.58 0.81 -0.246
H -0.23 -4.19 2.79 0.101
H -1.10 -4.96 1.47 0.100
H 1.25 -3.12 1.35 0.046
H 0.84 -4.49 0.36 0.102
C 1.98 3.09 2.43 -0.065
C 0.62 3.08 1.73 -0.733
C -0.46 2.62 2.71 -0.069
C 0.26 4.44 1.16 -0.059
O 0.71 2.17 0.63 -0.436
H 1.98 3.80 3.28 0.077
H 2.76 3.38 1.72 0.073
H 2.23 2.09 2.80 0.046
H -0.65 3.37 3.49 0.077
H -1.39 2.41 2.17 0.060
H -0.16 1.68 3.20 0.036
H 1.02 4.77 0.44 0.075
H -0.70 4.39 0.62 0.075
H 0.18 5.19 1.96 0.073
```

Output
- Charge: -1
- Energy: -3249.7544 Eh
- Molar mass: 660.1 g/mol
- Spin multiplicity: 1
- Energy relative to the best compared isomer or geometry (same formula, charge and spin): 0.0 kJ/mol
- Gap between HOMO and LUMO (alpha / beta): 3.6547 / 3.6541 eV



Q: Among the records above, which one has the highest molar mass?
A: C29H54BrFIN7O10P2S2